(1)
The following is a DFT calculation (wB97M-V/def2-TZVPD) of C42H66I2N4P3SiSn as an isolated structure.

Each line ends with the Mulliken charge.
CARTESIAN COORDINATES (ANGSTROEM)
Sn -0.173 -0.483 -1.328  0.514
C -4.277 0.301 -1.769  -1.885
C -3.855 -1.115 -1.398  0.706
C -3.409 -1.897 -2.635  -1.432
P -2.492 -1.074 -0.161  -0.107
C -2.520 -2.723 0.715  1.180
C -2.302 -2.548 2.221  -2.164
C -3.771 -3.567 0.470  -1.392
C -2.948 0.190 1.056  -0.168
C -4.163 0.062 1.734  -0.441
C -4.514 0.963 2.721  -0.795
C -3.637 1.993 3.044  -1.244
C -2.441 2.127 2.362  0.073
C -2.070 1.243 1.341  0.011
Si -0.502 1.590 0.308  0.219
C -0.942 3.207 -0.633  -0.215
C -1.134 4.338 0.171  0.379
C -1.482 5.572 -0.350  -1.190
C -1.632 5.718 -1.720  -0.967
C -1.439 4.623 -2.542  -0.373
C -1.108 3.369 -2.019  0.296
P -0.867 1.931 -3.124  0.445
C -1.814 2.376 -4.658  0.510
C -3.313 2.550 -4.418  -1.720
C -1.567 1.339 -5.753  -1.513
C 0.905 2.129 -3.690  0.991
C 1.840 2.337 -2.498  -1.002
C 1.152 3.250 -4.699  -1.738
C 0.895 2.172 1.473  0.753
C 1.613 3.321 1.110  -0.247
C 2.523 3.921 1.966  -1.134
C 2.716 3.402 3.237  -1.069
C 2.057 2.240 3.602  -0.379
C 1.190 1.591 2.722  0.348
P 0.530 -0.092 3.044  0.629
C 2.130 -1.030 2.723  0.711
C 1.857 -2.493 2.339  -2.311
C 3.208 -0.947 3.800  -1.617
C 0.351 -0.154 4.887  0.611
C -0.794 0.769 5.303  -1.531
C 0.057 -1.589 5.327  -1.393
H -5.025 0.267 -2.563  0.639
H -3.418 0.867 -2.135  0.284
H -4.697 0.837 -0.922  0.235
H -4.698 -1.624 -0.924  0.879
H -2.660 -1.330 -3.194  0.083
H -4.261 -2.074 -3.294  0.539
H -2.968 -2.865 -2.390  0.277
H -1.659 -3.249 0.293  0.368
H -3.221 -2.211 2.702  0.418
H -1.511 -1.835 2.442  0.219
H -2.031 -3.512 2.658  0.595
H -4.666 -3.081 0.862  0.239
H -3.660 -4.511 1.007  0.472
H -3.938 -3.804 -0.579  0.405
H -4.841 -0.749 1.490  0.426
H -5.457 0.862 3.241  0.448
H -3.890 2.692 3.831  0.446
H -1.771 2.930 2.645  0.454
H -0.994 4.265 1.242  0.336
H -1.630 6.416 0.311  0.451
H -1.895 6.677 -2.146  0.464
H -1.558 4.753 -3.609  0.378
H -1.410 3.330 -5.003  0.471
H -3.805 1.586 -4.294  0.378
H -3.764 3.034 -5.287  0.474
H -3.534 3.162 -3.542  0.346
H -1.948 0.361 -5.452  0.173
H -0.510 1.223 -5.994  0.338
H -2.090 1.634 -6.665  0.427
H 1.144 1.165 -4.154  0.022
H 1.681 3.324 -2.060  0.221
H 2.877 2.283 -2.834  0.636
H 1.716 1.598 -1.703  -0.149
H 0.844 4.216 -4.292  0.308
H 0.643 3.096 -5.648  0.365
H 2.222 3.314 -4.910  0.485
H 1.434 3.783 0.148  0.439
H 3.054 4.810 1.651  0.462
H 3.385 3.889 3.934  0.441
H 2.226 1.835 4.592  0.351
H 2.506 -0.517 1.832  0.442
H 1.593 -3.074 3.224  0.646
H 3.841 -3.088 2.334  0.419
H 0.543 -3.570 1.241  0.510
H 2.926 -1.499 4.700  0.199
H 3.404 0.084 4.084  0.365
H 4.161 -1.350 3.448  0.549
H 1.272 0.176 5.375  0.534
H -1.729 0.455 4.834  0.228
H -0.607 1.806 5.018  0.251
H -0.932 0.736 6.386  0.542
H -0.837 -1.973 4.829  0.190
H -0.120 -1.623 6.403  0.503
H 0.882 -2.270 5.111  0.252
I 3.515 -1.189 -3.941  0.040
C 1.898 -2.567 -4.030  -0.345
I 0.342 -1.997 -5.338  0.096
H 1.471 -2.642 -3.036  -0.282
H 2.299 -3.512 -4.374  0.679
C 4.024 -4.630 -1.417  -1.156
C 5.072 -4.068 -0.464  0.768
C 5.353 -5.033 0.685  -1.579
C 4.691 -2.657 0.003  -1.504
N 3.338 -2.525 0.521  1.109
C 2.336 -2.025 -0.190  -0.096
N 1.078 -2.000 0.145  -0.322
N 0.759 -2.592 1.405  -0.240
N 3.022 -3.185 1.739  -0.292
H 4.351 -5.586 -1.825  0.490
H 3.843 -3.952 -2.255  0.070
H 3.078 -4.800 -0.896  0.218
H 6.006 -3.929 -1.020  0.445
H 4.439 -5.277 1.227  0.290
H 6.074 -4.614 1.391  0.362
H 5.773 -5.963 0.302  0.443
H 4.759 -1.962 -0.835  0.384
H 5.385 -2.310 0.776  0.424
H 2.620 -1.553 -1.127  -0.223

spin multiplicity	1
Kohn-Sham gap	7.646	eV
total charge	+1



(2)
The following is a DFT calculation (wB97M-V/def2-TZVPD) of C21H36Cl3IrN2O4Si as an isolated structure in a non-equilibrium geometry.

Each line ends with the Mulliken charge.
CARTESIAN COORDINATES (ANGSTROEM)
C -2.916 -4.754 -5.035  -1.538
C -1.840 -5.759 -5.268  0.519
H -2.858 -3.927 -5.762  0.312
H -2.851 -4.368 -4.011  0.122
H -3.908 -5.224 -5.178  0.395
C -1.776 -6.400 -6.454  0.006
C -2.593 -6.069 -7.660  -1.545
H -1.157 -7.290 -6.573  0.557
H -2.523 -5.007 -7.942  0.288
H -3.662 -6.320 -7.548  0.341
H -2.218 -6.663 -8.505  0.379
Ir -0.072 -4.186 -1.602  2.937
Cl -2.348 -4.640 -1.237  -0.534
Cl 0.515 -6.294 -0.716  -0.598
C 1.144 -4.053 1.159  -0.101
O 0.590 -3.398 0.239  -0.571
N 2.452 -4.256 1.277  0.261
C 3.458 -3.481 0.543  -0.797
C 2.893 -5.468 1.961  -0.864
H 0.537 -4.508 1.971  0.335
H 3.218 -2.410 0.573  0.304
H 3.541 -3.816 -0.502  0.157
H 4.411 -3.664 1.049  0.357
H 2.242 -5.638 2.826  0.320
H 3.925 -5.335 2.282  0.297
H 2.825 -6.341 1.297  0.303
H -1.887 2.408 -4.238  0.311
H -0.561 -0.372 -4.850  0.243
C -0.872 2.657 -4.584  -0.881
C 0.078 0.446 -5.218  -0.840
N 0.067 1.582 -4.321  0.156
H -0.533 3.556 -4.055  0.328
C 0.787 1.537 -3.171  0.052
O 1.535 0.621 -2.858  -0.567
H 1.100 0.065 -5.323  0.281
H 0.623 2.445 -2.549  0.292
H -0.911 2.844 -5.663  0.288
H -0.305 0.787 -6.184  0.325
O -0.366 -4.912 -3.501  -1.593
C -0.993 -6.120 -4.050  -0.333
C 0.851 -7.234 -5.445  0.149
C 0.040 -7.204 -4.305  0.462
H 0.771 -6.471 -6.218  0.824
C 1.725 -8.317 -5.665  -1.223
H -1.705 -6.459 -3.274  0.693
C 0.134 -8.246 -3.378  -0.414
H 2.309 -8.355 -6.594  0.370
C 1.823 -9.338 -4.720  -0.587
C 1.033 -9.290 -3.566  -0.923
H -0.515 -8.202 -2.503  0.403
H 2.491 -10.191 -4.905  0.382
H 1.072 -10.100 -2.830  0.403
Si 1.261 -3.962 -4.503  1.515
Cl 0.135 -3.045 -6.027  -0.409
C 2.578 -4.449 -5.819  -1.539
C 2.305 -5.248 -3.389  -0.907
C 1.795 -2.720 -3.201  -0.822
H 2.991 -5.462 -5.725  0.369
H 3.373 -3.709 -5.635  0.440
H 2.200 -4.313 -6.844  0.463
H 1.361 -1.727 -3.370  -0.433
H 2.900 -2.641 -3.262  0.532
H 1.607 -3.038 -2.132  0.167
H 2.288 -6.266 -3.795  0.092
H 1.926 -5.338 -2.353  0.047
H 3.349 -4.897 -3.332  0.590
O -1.308 -1.431 -1.898  -0.508
C -0.805 -2.473 -1.883  0.161

spin multiplicity	5
Kohn-Sham gap (alpha / beta)	6.055 / 5.137	eV
total charge	0



(3)
The following is a DFT calculation (wB97M-V/def2-TZVPD) of one molecule with the formula C5H7NO.

Each line ends with the Mulliken charge.
CARTESIAN COORDINATES (ANGSTROEM)
C -1.758 0.132 0.574  -0.935
N -0.432 -0.133 0.063  0.186
C 0.064 -1.358 -0.314  -0.451
C 1.404 -1.223 -0.569  -0.476
C 1.749 0.141 -0.345  -0.602
C 0.595 0.777 0.032  0.305
O 0.362 2.073 0.397  -0.543
H -2.467 0.390 -0.221  0.266
H -1.703 0.962 1.282  0.356
H -2.122 -0.755 1.097  0.354
H -0.586 -2.220 -0.368  0.381
H 2.071 -2.016 -0.879  0.389
H 2.723 0.603 -0.432  0.427
H 0.077 2.564 -0.385  0.343

spin multiplicity	1
structure (SMILES)	Cn1cccc1O
Kohn-Sham gap	8.744	eV
total charge	0



The evaluated total energy for the records listed, in turn: -3982.085554, -3006.517660, -324.698146 hartree.
The evaluated ΔE to the lowest compared entry with this formula, charge and spin for the records listed, in turn: 0.70, 25.84, 16.52 kcal per mole.
The evaluated molar mass for the records listed, in turn: 1120.5, 707.2, 97.1 g/mol.